Entry 1:
Below is a structure of composition C22H35CrN3O6P2Te, with properties calculated with the ωB97M-V functional and the def2-TZVPD basis.

Structure (XYZ):
```
70
Properties=species:S:1:pos:R:3:nbo_charge:R:1
Cr -0.843 -0.815 -0.349 1.12
N -2.848 -1.876 0.738 -0.86
C -3.816 -1.970 -0.348 -0.22
C -4.004 -0.579 -0.919 -0.23
N -2.710 -0.083 -1.380 -0.88
H -2.429 -2.766 0.969 0.39
H -3.245 -1.449 1.565 0.38
H -4.788 -2.384 -0.055 0.18
H -3.398 -2.631 -1.112 0.20
H -4.343 0.080 -0.114 0.20
H -4.767 -0.567 -1.704 0.19
H -2.695 0.929 -1.429 0.38
H -2.454 -0.441 -2.301 0.41
O 0.874 -4.248 -1.412 -0.67
C 0.486 -3.469 -0.549 0.80
O -0.675 -2.912 -0.500 -0.84
C 1.407 -3.085 0.615 -0.81
P 1.338 -1.259 0.744 0.88
C 2.757 -0.699 -0.244 -0.40
C 2.523 -0.390 -1.583 -0.10
C 3.575 -0.031 -2.414 -0.22
C 4.866 0.035 -1.910 -0.19
C 5.106 -0.266 -0.575 -0.23
C 4.057 -0.636 0.253 -0.13
C 1.746 -0.793 2.449 -0.36
C 2.116 0.532 2.691 -0.13
C 2.355 0.969 3.981 -0.21
C 2.217 0.094 5.052 -0.20
C 1.839 -1.219 4.822 -0.21
C 1.606 -1.661 3.524 -0.19
H 2.420 -3.458 0.483 0.25
H 0.966 -3.519 1.514 0.25
H 1.516 -0.409 -1.982 0.21
H 3.381 0.208 -3.451 0.22
H 5.685 0.324 -2.556 0.21
H 6.112 -0.215 -0.179 0.21
H 4.255 -0.872 1.292 0.21
H 2.203 1.224 1.863 0.22
H 2.643 1.999 4.154 0.21
H 2.397 0.436 6.063 0.21
H 1.727 -1.905 5.651 0.22
H 1.308 -2.690 3.373 0.21
C -2.379 -2.359 -4.957 -0.71
C -1.345 -2.475 -3.860 0.68
N -0.757 -3.671 -3.717 -0.80
O -1.064 -1.510 -3.149 -0.68
H -1.969 -2.683 -5.914 0.23
H -2.696 -1.323 -5.038 0.23
H -3.242 -2.987 -4.731 0.23
H -1.070 -4.442 -4.281 0.38
H -0.187 -3.872 -2.886 0.45
C -3.843 3.751 -0.361 -0.63
C -2.453 4.084 0.123 -0.07
O -1.510 3.203 -0.517 -0.84
P -0.639 2.089 0.227 2.04
O -0.252 1.093 -0.855 -1.17
Te -1.759 1.199 2.104 -0.53
O 0.724 2.819 0.633 -0.84
C 0.761 3.831 1.652 -0.07
C 2.190 4.298 1.786 -0.62
H -4.565 4.464 0.042 0.22
H -4.127 2.751 -0.030 0.22
H -3.887 3.794 -1.450 0.21
H -2.380 3.984 1.207 0.20
H -2.159 5.097 -0.157 0.18
H 0.374 3.408 2.582 0.20
H 0.113 4.659 1.353 0.17
H 2.849 3.472 2.053 0.21
H 2.259 5.058 2.565 0.21
H 2.544 4.730 0.850 0.22
```

Its expectation value of S² is 6.01. For the gap between HOMO and LUMO (alpha / beta), the calculation gives 7.373 / 7.886 eV. The HOMO energy (alpha / beta) comes out at -6.89 / -7.41 eV. The calculation puts the total energy at -3470.46336 hartree. As for the net charge: 0. Its spin multiplicity is 5. For the lowest unoccupied orbital energy (alpha / beta), the calculation gives 0.5 / 0.5 eV.

---

Entry 2:
Below is a structure of composition C22H35F9O26S5 at a distorted geometry, with properties calculated with the ωB97M-V functional and the def2-TZVPD basis.

Structure (XYZ):
```
97
Properties=species:S:1:pos:R:3:mulliken_charge:R:1
C 3.233 5.971 -1.341 -1.23
C 3.211 4.726 -2.205 -0.15
O 1.833 4.397 -2.425 -0.30
C 1.477 3.112 -2.458 0.42
O 2.200 2.165 -2.454 -0.52
C -0.056 2.958 -2.612 0.85
F -0.577 1.926 -1.977 -0.14
F -0.699 4.073 -2.262 -0.26
F -0.298 2.795 -3.943 -0.30
H 4.207 6.204 -0.921 0.38
H 2.527 5.757 -0.535 0.31
H 2.812 6.827 -1.874 0.30
H 3.654 4.032 -1.487 0.22
H 3.879 4.868 -3.051 0.35
C -4.966 -0.221 1.577 -1.13
C -5.288 1.274 1.642 0.13
O -6.695 1.566 1.601 -0.35
C -7.344 1.504 0.460 0.29
O -6.896 1.167 -0.599 -0.53
C -8.862 1.682 0.732 0.91
F -9.529 1.584 -0.405 -0.22
F -9.327 0.771 1.592 -0.24
F -9.051 2.892 1.276 -0.26
H -3.974 -0.387 2.000 0.22
H -4.761 -0.535 0.551 0.35
H -5.686 -0.830 2.115 0.47
H -4.741 1.858 0.908 -0.06
H -5.101 1.563 2.672 0.41
C 6.955 -2.265 -0.061 -1.36
C 5.520 -1.766 -0.216 0.13
O 4.626 -2.864 -0.130 -0.22
C 4.078 -3.362 -1.240 0.41
O 4.156 -2.905 -2.343 -0.60
C 3.101 -4.522 -0.973 0.99
F 3.535 -5.561 -1.705 -0.29
F 3.107 -4.837 0.318 -0.23
F 1.882 -4.247 -1.426 -0.20
H 7.202 -3.193 -0.576 0.35
H 7.149 -2.455 0.996 0.34
H 7.679 -1.516 -0.382 0.37
H 5.365 -1.216 -1.145 0.28
H 5.338 -1.045 0.581 0.09
C -0.542 -4.957 1.472 0.28
C -0.885 -6.409 1.233 -0.53
O -2.109 -6.337 0.460 -0.35
S -3.002 -5.107 1.056 1.08
O -3.749 -5.561 2.187 -0.55
O -3.628 -4.289 0.072 -0.53
O -1.701 -4.212 1.558 -0.17
H 0.118 -4.556 0.697 -0.22
H 0.150 -4.952 2.322 0.27
H -1.170 -6.841 2.194 0.36
H -0.014 -6.889 0.800 0.39
C 1.654 -1.175 -3.340 0.33
C 1.931 -1.852 -4.679 -0.21
O 0.821 -1.459 -5.474 -0.39
S 0.484 0.098 -5.130 1.20
O -0.909 0.295 -5.331 -0.60
O 1.410 0.964 -5.794 -0.60
O 0.817 -0.047 -3.560 -0.06
H 2.621 -0.794 -3.013 0.05
H 1.128 -1.859 -2.682 -0.19
H 1.890 -2.937 -4.596 0.30
H 2.862 -1.585 -5.181 0.25
C -1.494 -0.963 0.866 0.63
C -1.319 -1.379 -0.572 -0.24
O -0.188 -2.269 -0.515 -0.48
S 0.951 -1.603 0.445 1.00
O 1.663 -0.576 -0.249 0.05
O 1.691 -2.505 1.266 -0.66
O -0.182 -0.898 1.395 -0.34
H -2.037 -1.782 1.341 0.03
H -2.014 -0.026 1.029 -0.39
H -0.980 -0.614 -1.278 -0.20
H -2.067 -1.990 -1.073 0.51
C -2.767 4.014 0.469 -0.35
C -3.622 4.541 1.637 -0.34
O -3.554 3.491 2.609 -0.31
S -2.089 2.753 2.585 1.00
O -2.195 1.365 2.874 -0.47
O -1.127 3.567 3.254 -0.56
O -1.992 2.925 0.966 -0.10
H -2.084 4.815 0.185 0.28
H -3.274 3.562 -0.381 0.32
H -4.679 4.577 1.380 0.27
H -3.257 5.492 2.016 0.32
C 2.022 1.187 3.115 -0.08
C 3.043 0.606 2.184 0.27
O 4.275 1.022 2.845 -0.39
S 4.016 1.392 4.457 1.09
O 4.124 2.802 4.647 -0.53
O 4.693 0.438 5.276 -0.54
O 2.442 0.896 4.423 -0.36
H 1.004 0.801 3.021 0.04
H 1.879 2.269 3.019 0.31
H 2.994 1.078 1.203 0.17
H 3.071 -0.468 2.015 -0.07
```

The energy above the lowest of the compared OMol25 structures with the same formula, charge and spin is 185.6 kJ/mol. For the gap between HOMO and LUMO, the calculation gives 11.160 eV. The HOMO energy comes out at -11.09 eV. The calculation puts the total energy at -5705.15274 hartree. As for the net charge: 0. Its spin multiplicity is 1. For the lowest unoccupied orbital energy, the calculation gives 0.1 eV.

---

Entry 3:
Below is a structure of composition C22H35HoO3 at a distorted geometry, with properties calculated with the ωB97M-V functional and the def2-TZVPD basis.

Structure (XYZ):
```
61
Properties=species:S:1:pos:R:3:nbo_charge:R:1
O 0.571 -0.247 -3.389 -0.55
C 0.584 0.884 -4.301 -0.06
C 0.424 0.065 -5.571 -0.47
H 1.532 1.429 -4.230 0.18
H -0.255 1.558 -4.104 0.17
C 0.473 -1.114 -4.564 0.28
H 1.260 0.079 -6.270 0.21
H -0.533 0.182 -6.089 0.21
C 1.736 -1.939 -4.719 -0.63
H 2.595 -1.287 -4.520 0.22
H 1.777 -2.318 -5.748 0.21
H 1.735 -2.791 -4.027 0.22
C -0.808 -1.919 -4.595 -0.64
H -1.679 -1.335 -4.286 0.21
H -0.772 -2.800 -3.948 0.22
H -0.992 -2.268 -5.621 0.22
Ho 0.044 -0.482 1.602 1.61
C -1.933 -1.115 3.274 -0.34
C -1.962 0.285 3.519 -0.29
C -2.414 0.936 2.341 -0.34
H -1.771 0.773 4.476 0.23
C -2.751 -0.072 1.394 -0.29
C -2.393 -1.344 1.940 -0.44
H -2.600 -2.314 1.482 0.23
H -1.748 -1.875 4.031 0.23
H -2.547 2.013 2.219 0.22
H -3.343 0.085 0.496 0.21
C 1.032 -2.157 3.142 -0.35
C 0.256 -2.924 2.209 -0.32
C 0.846 -2.795 0.915 -0.37
H -0.576 -3.584 2.461 0.24
C 2.001 -1.957 1.042 -0.36
C 2.118 -1.569 2.419 -0.32
H 2.945 -1.009 2.851 0.25
H 0.882 -2.107 4.224 0.25
H 0.543 -3.330 0.016 0.24
H 2.698 -1.691 0.245 0.24
O 0.304 0.343 -0.900 -0.54
C -1.033 -0.035 -1.331 -0.10
C -1.898 1.217 -1.461 -0.45
H -1.479 -0.829 -0.690 0.20
H -0.900 -0.501 -2.314 0.24
C -0.901 2.384 -1.441 -0.43
H -2.573 1.351 -0.596 0.23
H -2.489 1.144 -2.384 0.22
C 0.385 1.785 -0.819 -0.08
H -1.283 3.199 -0.805 0.22
H -0.726 2.848 -2.427 0.21
H 0.345 2.083 0.267 0.20
H 1.340 2.079 -1.278 0.20
C 2.470 1.650 4.383 -0.62
C 1.001 1.608 4.009 0.13
C 0.288 2.945 4.120 -0.62
O 0.837 1.040 2.726 -0.91
H 3.047 2.179 3.615 0.20
H 2.858 0.632 4.461 0.20
H 2.635 2.125 5.360 0.20
H 0.521 0.949 4.750 0.14
H 0.628 3.630 3.336 0.20
H -0.789 2.816 3.998 0.21
H 0.436 3.414 5.104 0.20
```

Its expectation value of S² is 6.00. For the gap between HOMO and LUMO (alpha / beta), the calculation gives 7.906 / 7.954 eV. The HOMO energy (alpha / beta) comes out at -7.44 / -7.49 eV. The calculation puts the total energy at -2033.04159 hartree. As for the net charge: 0. Its spin multiplicity is 5. For the lowest unoccupied orbital energy (alpha / beta), the calculation gives 0.5 / 0.5 eV.

---

So what do the calculations give for M? Going down the list: 679.081; 1046.813; 512.449 g mol⁻¹.